(1)
149
Properties=species:S:1:pos:R:3:lowdin_charge:R:1 method="wB97M-V/def2-TZVPD" total_charge=-1 e_homo_ev="-2.1 / -4.3" gap_ha="0.1021 / 0.1832" e_above_lowest_kj_mol=209.9 lumo_energy_ev="0.7 / 0.7"
Rb -0.135 -2.061 0.019 0.83
N 3.876 0.277 0.157 0.02
C 4.666 0.654 -0.996 -0.26
C 4.852 -0.418 -2.101 -0.18
N 3.653 -1.159 -2.425 -0.18
C 2.832 -0.579 -3.460 -0.19
C 1.909 0.512 -2.909 -0.26
N 1.386 0.068 -1.644 -0.01
C 3.873 -2.586 -2.510 -0.19
C 3.885 -3.216 -1.110 -0.26
N 2.544 -3.210 -0.568 -0.04
H 2.941 0.022 -0.169 0.04
H 4.265 -0.548 0.608 0.06
H 5.672 0.940 -0.657 0.10
H 4.199 1.546 -1.421 0.09
H 5.612 -1.121 -1.746 0.11
H 5.266 0.082 -2.997 0.12
H 2.183 -1.361 -3.864 0.08
H 3.436 -0.171 -4.293 0.12
H 1.133 0.713 -3.674 0.08
H 2.470 1.438 -2.749 0.10
H 0.941 -0.841 -1.756 -0.03
H 0.676 0.694 -1.282 0.06
H 4.820 -2.825 -3.034 0.12
H 3.052 -3.046 -3.066 0.10
H 4.524 -2.623 -0.451 0.09
H 4.327 -4.225 -1.188 0.11
H 2.568 -3.281 0.445 0.03
H 2.017 -4.010 -0.909 -0.01
F 0.103 4.869 3.067 0.04
C -0.818 3.844 3.061 -0.18
C -0.628 2.817 2.175 0.07
C -1.634 1.850 2.000 -0.05
C -1.408 0.766 1.049 -0.34
O -0.273 0.516 0.635 -0.10
C -2.609 0.041 0.692 -0.03
C -3.736 0.215 1.405 0.05
N -3.868 1.109 2.443 0.00
C -5.066 1.133 3.218 -0.27
C -6.399 0.980 2.555 -0.08
C -5.999 2.310 3.116 -0.10
C -2.832 1.962 2.735 -0.13
C -2.927 2.934 3.733 0.08
C -1.920 3.901 3.906 -0.14
N -2.154 4.894 4.903 -0.11
C -3.053 5.944 4.527 -0.17
C -2.295 7.096 3.844 -0.18
N -1.350 7.636 4.859 -0.01
C -0.354 6.598 5.267 -0.20
C -1.086 5.336 5.757 -0.15
C -2.676 -0.948 -0.489 -0.78
O -3.580 -1.785 -0.420 -0.01
O -1.851 -0.788 -1.407 -0.28
H 0.263 2.753 1.572 0.14
H -4.600 -0.390 1.173 0.14
H -4.942 0.684 4.200 0.16
H -7.154 0.404 3.066 0.11
H -6.424 0.877 1.482 0.11
H -6.486 2.667 4.012 0.10
H -5.742 3.092 2.419 0.11
H -3.777 2.984 4.394 0.12
H -3.564 6.335 5.419 0.11
H -3.805 5.537 3.851 0.12
H -2.966 7.886 3.501 0.09
H -1.722 6.703 3.001 0.12
H -1.903 7.896 5.686 0.02
H -0.866 8.467 4.504 0.02
H 0.281 7.002 6.056 0.08
H 0.259 6.354 4.404 0.09
H -1.506 5.541 6.751 0.12
H -0.348 4.535 5.851 0.11
O 1.532 -9.972 2.425 -0.09
C 1.064 -8.936 2.028 -1.08
S 1.140 -8.410 0.352 0.92
C 0.319 -6.834 0.527 -1.21
C -0.142 -6.539 1.794 -1.22
S -0.998 -5.189 2.277 0.53
S 0.225 -7.772 3.042 0.92
S 0.191 -5.889 -0.847 0.54
C 1.711 2.473 6.888 -0.07
O 1.313 3.364 5.862 -0.16
C 2.133 3.321 4.723 -0.23
C 2.925 4.425 4.456 -0.02
C 3.732 4.452 3.332 -0.07
C 3.778 3.346 2.496 -0.06
C 3.008 2.234 2.759 -0.01
C 2.157 2.204 3.871 -0.21
N 1.327 1.113 4.108 0.10
C 1.596 -0.167 3.694 0.03
C 2.814 -0.804 3.789 -0.14
C 3.927 -0.307 4.520 -0.03
C 5.033 -1.073 4.743 -0.09
C 5.113 -2.378 4.212 -0.07
C 4.101 -2.885 3.455 0.00
C 2.913 -2.131 3.160 -0.37
O 2.030 -2.554 2.395 -0.03
H 1.041 2.659 7.729 0.09
H 2.743 2.675 7.189 0.10
H 1.629 1.429 6.572 0.08
H 2.894 5.266 5.140 0.12
H 4.327 5.331 3.126 0.10
H 4.412 3.349 1.622 0.11
H 3.023 1.389 2.084 0.09
H 0.360 1.340 4.302 0.15
H 0.750 -0.741 3.330 0.14
H 3.870 0.685 4.948 0.11
H 5.850 -0.690 5.342 0.10
H 6.001 -2.966 4.409 0.11
H 4.155 -3.878 3.031 0.12
C -1.125 -3.940 -7.521 -0.22
Si -0.379 -3.717 -5.758 0.34
C -0.605 -5.400 -4.884 -0.23
C 1.504 -3.556 -6.119 -0.23
Sb -1.084 -1.790 -4.129 0.93
Si -3.600 -2.377 -4.051 0.37
C -4.334 -2.918 -5.755 -0.22
C -4.638 -0.869 -3.506 -0.20
C -3.898 -3.843 -2.872 -0.20
Si -1.254 -0.033 -6.052 0.35
C 0.515 0.514 -6.594 -0.23
C -2.065 1.580 -5.386 -0.24
C -2.134 -0.316 -7.751 -0.22
H -0.759 -4.851 -7.986 0.02
H -0.855 -3.110 -8.166 0.00
H -2.207 -3.995 -7.494 0.00
H 0.002 -6.185 -5.324 0.03
H -1.639 -5.725 -4.930 0.02
H -0.334 -5.333 -3.835 -0.02
H 1.850 -4.324 -6.806 0.02
H 2.085 -3.651 -5.208 0.00
H 1.745 -2.594 -6.562 0.00
H -4.051 -2.235 -6.548 -0.02
H -5.420 -2.952 -5.728 0.02
H -3.979 -3.907 -6.027 0.01
H -4.406 0.022 -4.081 0.00
H -4.411 -0.664 -2.468 0.00
H -5.707 -1.052 -3.581 0.03
H -3.107 -4.585 -2.953 0.01
H -4.847 -4.347 -3.047 0.03
H -3.897 -3.474 -1.852 0.00
H 0.963 1.174 -5.858 0.00
H 0.513 1.034 -7.548 0.02
H 1.168 -0.346 -6.695 -0.01
H -1.898 1.669 -4.317 0.01
H -3.138 1.579 -5.552 0.01
H -1.660 2.468 -5.864 0.02
H -1.547 -0.962 -8.396 0.00
H -2.285 0.624 -8.277 0.02
H -3.108 -0.777 -7.629 -0.01

***

(2)
104
Properties=species:S:1:pos:R:3:lowdin_charge:R:1 method="wB97M-V/def2-TZVPD" total_charge=0 e_homo_ev=-6.5 gap_ha=0.2593 lumo_energy_ev=0.5
Ag -0.209 -0.189 0.216 0.43
C -3.995 4.416 2.065 -0.06
C -3.337 3.054 2.281 -0.55
C -3.641 2.596 3.709 -0.05
C -3.902 2.087 1.239 -0.04
N -1.860 3.188 2.099 0.01
C -1.215 4.398 1.861 -0.05
C 0.099 4.147 1.828 -0.08
N 0.293 2.797 2.048 0.02
B 1.753 2.266 2.005 -0.60
N 2.311 2.166 0.551 0.03
C 3.686 2.177 0.405 -0.07
C 3.976 2.253 -0.899 -0.05
N 2.768 2.272 -1.591 0.01
C 1.741 2.228 -0.679 -0.66
S 0.067 2.208 -1.048 0.67
C 2.663 2.587 -3.047 -0.55
C 1.869 1.520 -3.801 -0.05
C 2.022 3.970 -3.200 -0.05
C 4.065 2.629 -3.651 -0.06
N 1.935 0.977 2.850 0.02
C 1.852 1.110 4.222 -0.08
C 1.851 -0.112 4.766 -0.05
N 1.940 -1.028 3.723 0.01
C 2.011 -0.342 2.538 -0.69
S 2.185 -1.022 0.976 0.66
C 1.877 -2.509 3.908 -0.55
C 1.740 -2.823 5.397 -0.06
C 3.163 -3.170 3.404 -0.05
C 0.641 -3.049 3.188 -0.05
C -0.914 2.204 2.240 -0.68
S -1.214 0.549 2.559 0.66
H -5.069 4.298 2.207 0.09
H -3.827 4.785 1.051 0.09
H -3.640 5.156 2.784 0.08
H -4.723 2.553 3.854 0.09
H -3.220 3.304 4.427 0.09
H -3.221 1.611 3.899 0.03
H -4.986 2.018 1.359 0.09
H -3.470 1.094 1.352 0.03
H -3.683 2.452 0.232 0.08
H -1.734 5.320 1.683 0.11
H 0.926 4.809 1.630 0.12
H 2.420 3.116 2.553 0.12
H 4.340 2.109 1.258 0.13
H 4.936 2.251 -1.378 0.11
H 0.913 1.321 -3.322 0.03
H 2.444 0.592 -3.851 0.07
H 1.689 1.871 -4.820 0.09
H 1.004 3.967 -2.813 0.04
H 1.998 4.249 -4.256 0.09
H 2.605 4.718 -2.655 0.09
H 4.591 1.682 -3.503 0.09
H 4.666 3.443 -3.241 0.09
H 3.965 2.793 -4.724 0.09
H 1.774 2.077 4.690 0.13
H 1.770 -0.396 5.797 0.11
H 2.602 -2.466 5.965 0.09
H 1.684 -3.905 5.512 0.09
H 0.829 -2.394 5.819 0.09
H 4.028 -2.745 3.920 0.09
H 3.287 -3.024 2.334 0.03
H 3.123 -4.241 3.617 0.08
H -0.258 -2.548 3.553 0.09
H 0.551 -4.122 3.377 0.09
H 0.716 -2.880 2.115 0.02
O 0.611 -1.409 -1.802 -0.61
S 1.422 -2.201 -2.766 0.97
C 0.257 -2.970 -3.962 -0.30
C -1.040 -3.472 -3.334 -0.22
C -1.991 -2.339 -2.935 -0.25
C -3.226 -2.832 -2.191 -0.30
S -3.555 -1.776 -0.723 0.98
O -2.223 -1.496 -0.111 -0.59
C -4.015 -0.294 -1.624 -0.39
C -3.059 0.670 -1.893 -0.10
C -3.437 1.824 -2.568 -0.07
C -4.758 2.002 -2.958 -0.08
C -5.711 1.030 -2.674 -0.08
C -5.341 -0.123 -1.996 -0.09
C 1.877 -3.704 -1.904 -0.39
C 1.258 -4.022 -0.707 -0.10
C 1.656 -5.167 -0.030 -0.06
C 2.662 -5.971 -0.549 -0.08
C 3.285 -5.633 -1.745 -0.08
C 2.899 -4.486 -2.424 -0.09
H 0.829 -3.780 -4.420 0.09
H 0.068 -2.200 -4.715 0.09
H -0.799 -4.068 -2.449 0.11
H -1.533 -4.143 -4.042 0.12
H -2.274 -1.753 -3.813 0.13
H -1.441 -1.681 -2.270 0.05
H -3.076 -3.829 -1.766 0.09
H -4.140 -2.840 -2.788 0.09
H -2.035 0.538 -1.562 0.04
H -2.691 2.581 -2.778 0.10
H -5.051 2.908 -3.474 0.10
H -6.742 1.177 -2.970 0.10
H -6.080 -0.880 -1.750 0.11
H 0.502 -3.357 -0.305 0.09
H 1.189 -5.423 0.913 0.10
H 2.977 -6.857 -0.012 0.10
H 4.080 -6.253 -2.140 0.10
H 3.394 -4.195 -3.346 0.11

***

(3)
25
Properties=species:S:1:pos:R:3:lowdin_charge:R:1 method="wB97M-V/def2-TZVPD" total_charge=+2 e_homo_ev="-18.0 / -16.8" gap_ha="0.3104 / 0.2477" e_above_lowest_kj_mol=348.4 lumo_energy_ev="-9.5 / -10.1"
C -0.286 -1.341 -1.283 -0.34
C -1.296 2.262 2.067 -0.03
C -1.241 2.639 -0.606 -0.06
C 3.050 -2.451 -0.103 0.04
C -0.696 2.092 0.653 -0.17
N -0.581 -0.212 -0.730 0.12
N 0.813 -2.062 -0.804 0.15
N -1.021 -1.945 -2.209 0.21
N 1.775 -1.773 0.034 0.02
N -0.521 0.293 0.411 0.11
H -2.028 1.563 2.267 0.05
H -0.506 2.294 2.891 0.12
H -1.920 3.184 2.252 0.13
H -1.354 3.781 -0.485 0.15
H -2.218 2.315 -0.920 0.09
H -0.617 2.534 -1.471 0.08
H 3.712 -1.649 0.090 0.11
H 2.926 -3.166 0.696 0.13
H 3.387 -2.638 -1.083 0.11
H 0.349 1.937 0.616 0.10
H 1.212 -2.747 -1.473 0.20
H -1.962 -1.656 -2.483 0.16
H -0.593 -2.678 -2.886 0.20
H 1.621 -1.030 0.677 0.15
H -0.287 -0.248 1.299 0.19